The following is a quantum chemistry calculation of a molecular structure, C27H18IrN4O2, from OMol25.

CARTESIAN COORDINATES (ANGSTROEM)
Ir 0.529 -0.796 0.042
O 2.640 -1.583 3.447
O 0.080 -3.000 3.448
N -1.164 -1.928 0.298
N -0.514 0.893 -0.366
N 1.029 -1.697 1.768
N 2.379 0.056 0.303
C -0.689 1.312 2.030
C -0.279 0.436 -3.975
C 1.133 -1.658 -2.788
C -0.791 1.227 -1.629
C -1.593 2.346 -1.930
C -2.103 3.091 -0.915
C -2.328 3.513 1.508
C 0.040 -2.464 2.376
C -0.998 1.637 0.691
C -1.820 2.757 0.429
C -2.028 3.176 2.797
C 3.043 0.851 -0.540
C 0.507 -0.727 -1.974
C -2.193 -2.065 -0.542
C -1.199 2.070 3.051
C -3.359 -3.424 1.036
C 1.056 -1.548 -4.172
C 0.352 -0.508 -4.768
C -3.309 -2.807 -0.204
C -1.191 -2.555 1.494
C 2.205 -1.266 2.375
C 2.938 -0.274 1.488
C 4.842 1.074 1.014
C 4.163 0.227 1.877
C -2.278 -3.304 1.895
C -0.196 0.321 -2.589
C 4.279 1.379 -0.215
H 1.550 -2.284 -4.794
H 0.300 -0.434 -5.846
H -4.226 -4.002 1.326
H -1.794 2.585 -2.963
H -0.052 0.470 2.255
H -0.823 1.248 -4.439
H -2.098 -1.560 -1.494
H 2.553 1.057 -1.481
H -2.241 -3.783 2.863
H -2.421 3.756 3.620
H 5.803 1.483 1.293
H -0.953 1.810 4.073
H 1.688 -2.481 -2.349
H -2.731 3.950 -1.120
H -2.958 4.365 1.289
H -4.123 -2.894 -0.909
H 4.558 -0.072 2.837
H 4.785 2.021 -0.922

Summary:
Charge: +1
Strongest force on any atom, Eh/bohr: 0.0094
Lowest unoccupied orbital energy, hartree: -0.1303
Calculated total energy, eV: -41182.5826
Orbital gap, eV: 7.858